# 1
A gas-phase ion, C10H18N3O (charge +1) at a distorted geometry. Source: OMol25; level of theory: ωB97M-V with the def2-TZVPD basis set.

- Net charge: +1
- Structure (SMILES): C[C@](O)(n1ccnc1)[NH+]1CCCCC1
- ΔE to the lowest compared entry with this formula, charge and spin: 83.5 kcal per mole
- Frontier orbital gap: 9.6 eV
- HOMO energy: -12.64 eV
- 2S+1: 1

Each line ends with the Löwdin charge.
Atoms and positions in Å:
C1 -0.4174 -2.6143 0.6504  0.013
C2 0.4669 -1.3895 1.0287  -0.410
O1 1.7873 -1.7098 1.0656  0.083
N1 0.1205 -0.7228 2.2423  0.005
C3 0.9967 0.0749 2.9948  -0.059
C4 0.2058 0.7651 3.8409  -0.116
N2 -1.1209 0.4342 3.6690  0.094
C5 -1.1397 -0.3168 2.6220  -0.182
N3 0.3070 -0.3262 -0.3508  -0.010
C6 -1.1164 -0.1996 -0.7997  -0.129
C7 -1.0866 0.5464 -2.1562  -0.155
C8 -0.4814 1.9385 -1.9603  -0.174
C9 0.9239 1.8691 -1.3016  -0.123
C10 0.9321 0.9442 -0.0259  -0.143
H1 -0.4066 -2.9319 -0.3404  0.064
H2 -0.4782 -3.5723 1.3191  0.152
H3 -1.4801 -2.2740 0.9704  0.106
H4 1.8597 -2.6085 0.7100  0.136
H5 1.9573 0.3370 2.5840  0.122
H6 0.4653 1.5576 4.5841  0.131
H7 -2.1147 -0.6584 2.2962  0.132
H8 0.9079 -0.8077 -1.1199  0.226
H9 -1.6423 0.5320 -0.0714  0.172
H10 -1.5286 -1.1610 -0.8827  0.088
H11 -2.1678 0.4540 -2.4777  0.148
H12 -0.4679 -0.0172 -2.8322  0.111
H13 -0.4301 2.2713 -2.9819  0.113
H14 -1.0136 2.6431 -1.3774  0.105
H15 1.5925 1.4853 -2.0080  0.088
H16 1.2788 2.9147 -0.9920  0.152
H17 1.8636 0.7716 0.3220  0.080
H18 0.4308 1.5768 0.8221  0.179

---

# 2
2 unconnected molecules or ions with the total composition C5H13NO at a distorted geometry. Source: OMol25; level of theory: ωB97M-V with the def2-TZVPD basis set.

- Net charge: +1
- ΔE to the lowest compared entry with this formula, charge and spin: 61.7 kcal per mole
- Frontier orbital gap (spin up / spin down): 10.4 / 5.9 eV
- HOMO energy (spin up / spin down): -15.01 / -15.00 eV
- 2S+1: 2

Each line ends with the Mulliken spin population.
Atoms and positions in Å:
C1 -1.0294 -1.6472 0.9234  0.000
C2 -1.3911 -2.5530 2.0997  0.000
H1 -0.2392 -0.8749 1.1848  -0.002
H2 -0.4436 -2.2017 0.0568  0.000
H3 -1.9611 -1.2453 0.5562  0.000
H4 -0.5348 -2.6300 2.7241  0.000
H5 -1.7270 -3.5143 2.0011  0.000
H6 -2.0558 -2.0097 2.6895  0.000
C3 -0.3702 1.1428 -1.1370  0.073
C4 -1.0635 1.9799 -0.1075  0.002
C5 1.0628 0.6753 -0.7256  -0.012
O1 1.7858 1.3838 0.0320  0.887
N1 1.5725 -0.4512 -1.3145  0.042
H7 -0.8089 0.1560 -1.5591  0.013
H8 -0.4115 1.6626 -2.1610  -0.005
H9 -1.4226 1.4351 0.6775  0.001
H10 2.4220 -0.7986 -1.2489  0.000
H11 0.9475 -0.9038 -1.9720  0.000
H12 -1.9137 2.6246 -0.5607  0.002
H13 -0.3974 2.8013 0.2388  -0.001

---

# 3
A molecular structure, C5H6N at a distorted geometry. Source: OMol25; level of theory: ωB97M-V with the def2-TZVPD basis set.

- Net charge: +1
- ΔE to the lowest compared entry with this formula, charge and spin: 159.4 kcal per mole
- Frontier orbital gap: 9.3 eV
- HOMO energy: -13.95 eV
- 2S+1: 1

Each line ends with the Löwdin charge.
Atoms and positions in Å:
C1 2.0343 -0.5653 0.0339  0.140
C2 1.3813 0.4765 -0.1295  0.023
C3 0.1644 1.2393 0.1303  -0.069
C4 -0.5494 0.0198 0.6761  -0.210
C5 0.4848 -1.0484 0.7097  0.091
N1 -0.6204 -1.0334 -0.3791  0.120
H1 3.0138 -0.8798 -0.1727  0.116
H2 0.4910 2.0804 0.7320  0.150
H3 -0.4372 1.7177 -0.6241  0.135
H4 -1.4903 0.2262 1.1100  0.151
H5 -1.4700 -1.5798 -0.3723  0.174
H6 -0.5304 -0.6036 -1.3090  0.179

---

# 4
2 unconnected molecules or ions with the total composition C3H9NO2S at a distorted geometry. Source: OMol25; level of theory: ωB97M-V with the def2-TZVPD basis set.

- Net charge: +1
- ΔE to the lowest compared entry with this formula, charge and spin: 31.9 kcal per mole
- Frontier orbital gap (spin up / spin down): 10.2 / 5.0 eV
- HOMO energy (spin up / spin down): -14.46 / -14.38 eV
- 2S+1: 2

Each line ends with the Mulliken spin population.
Atoms and positions in Å:
O1 -0.1447 2.3121 1.0225  0.009
C1 -0.3152 1.6538 0.0355  -0.026
N1 0.2639 0.4287 -0.1590  0.115
C2 0.1178 -0.4148 -1.2789  0.011
C3 -0.7881 -1.6351 -1.0725  -0.037
S1 -2.1708 -1.1545 0.0968  0.923
H1 -1.0577 1.9319 -0.7309  0.003
H2 0.7338 0.0853 0.6795  -0.002
H3 -0.1842 0.1182 -2.1791  0.002
H4 1.1081 -0.8651 -1.4898  0.002
H5 -1.1371 -1.9413 -2.0564  -0.003
H6 -0.3195 -2.3506 -0.3974  0.018
H7 -1.5103 -1.3799 1.2601  -0.015
H8 1.0438 1.3157 2.0214  0.000
H9 2.5695 1.1868 1.9842  0.000
O2 1.7907 0.7087 2.2639  0.001